A gas-phase ion, C4H11N2 (charge +1) at a distorted geometry, computed with ωB97M-V/def2-TZVPD.

```
17
Properties=species:S:1:pos:R:3
C -0.060 0.833 0.516
C 0.316 -0.684 0.630
C 0.942 1.660 -0.302
C -2.118 -0.424 -0.093
N -0.805 -0.027 -0.339
N 1.396 -1.190 -0.275
H -0.565 1.362 1.317
H 0.034 -1.261 1.466
H 0.750 2.604 -0.030
H 0.776 1.440 -1.447
H 1.928 1.488 0.091
H -2.231 -1.450 -0.485
H -2.310 -0.615 0.927
H -2.841 0.280 -0.525
H 0.898 -1.716 -0.873
H 1.972 -1.899 0.163
H 1.918 -0.401 -0.742
```

Values from the calculation:
maximum force: 5.2 eV Å⁻¹
energy relative to the best compared isomer or geometry (same formula, charge and spin): 84.7 kcal per mole
orbital gap: 10.330 eV
structure (SMILES): C[C@@H]1[C@H]([NH3+])N1C
total charge: +1

Atom charges from the Löwdin analysis, given in e for atoms 1 to 4:
1. C -0.2564
2. C -0.0793
3. C -0.0305
4. C -0.1051


2 unconnected molecules or ions with the total composition C3H7INO at a distorted geometry, computed with ωB97M-V/def2-TZVPD.

```
13
Properties=species:S:1:pos:R:3
C 0.810 0.031 -0.887
C 0.776 -1.092 0.035
C -0.551 -0.489 -0.512
N -1.203 0.404 0.541
O -1.308 -1.212 -1.183
I -1.715 -4.615 0.252
H 0.835 1.045 -0.591
H 1.304 -0.089 -1.869
H 1.017 -2.037 -0.298
H 0.937 -1.121 1.094
H -2.252 0.491 0.135
H -0.712 1.219 0.768
H -1.321 -0.233 1.447
```

Values from the calculation:
maximum force: 6.3 eV Å⁻¹
energy relative to the best compared isomer or geometry (same formula, charge and spin): 123.2 kcal per mole
orbital gap (spin up / spin down): 3.919 / 3.865 eV
total charge: +1

Atom charges from the Löwdin analysis, given in e for atoms 1 to 4:
1. C -0.0098
2. C -0.0082
3. C -0.6411
4. N 0.2473


C16H29BrClN3O4 in the gas phase at a distorted geometry, computed with ωB97M-V/def2-TZVPD.

```
54
Properties=species:S:1:pos:R:3
C -1.540 4.914 0.905
C -2.315 3.793 0.214
C -1.993 2.349 0.652
Cl -0.623 2.206 1.798
C -1.815 1.317 -0.472
O -2.204 0.048 0.052
C -1.158 -0.837 0.488
C -1.745 -1.834 1.489
N -0.933 -1.865 2.693
C 0.315 -2.599 2.551
C 1.428 -1.949 3.327
C 2.775 -2.632 3.080
O 1.068 -2.002 4.706
N -2.791 1.582 -1.557
C -2.376 0.758 -2.620
O -3.108 0.107 -3.355
C -0.863 0.815 -2.660
C -0.180 -0.424 -3.207
C 1.327 -0.303 -3.182
O 1.937 0.375 -3.998
N 2.003 -1.088 -2.158
C 2.906 -2.037 -2.844
C 2.795 -0.220 -1.272
C -0.491 1.258 -1.219
Br 0.512 2.954 -1.321
H -0.471 4.773 0.846
H -1.771 5.840 0.383
H -1.859 5.038 1.933
H -3.366 3.956 0.434
H -2.203 3.911 -0.854
H -2.840 1.980 1.213
H -0.355 -0.293 0.971
H -0.777 -1.356 -0.392
H -1.830 -2.809 1.005
H -2.731 -1.469 1.750
H -1.456 -2.177 3.493
H 0.222 -3.642 2.862
H 0.616 -2.611 1.505
H 1.504 -0.906 3.018
H 3.340 -2.124 2.303
H 2.645 -3.665 2.773
H 3.368 -2.608 3.987
H 1.538 -1.307 5.159
H -3.681 1.217 -1.230
H -0.571 1.640 -3.304
H -0.483 -1.316 -2.667
H -0.489 -0.526 -4.242
H 3.876 -1.583 -3.044
H 2.496 -2.326 -3.804
H 3.047 -2.920 -2.231
H 3.579 -0.820 -0.828
H 3.277 0.587 -1.828
H 2.182 0.223 -0.496
H 0.259 0.608 -0.804
```

Values from the calculation:
maximum force: 1.9 eV Å⁻¹
orbital gap: 9.496 eV
structure (SMILES): CC[C@H](Cl)[C@@]1(OCCNC[C@H](C)O)NC(=O)[C@H](CC(=O)N(C)C)[C@H]1Br

Atom charges from the Löwdin analysis, given in e for atoms 1 to 4:
1. C -0.1520
2. C -0.2816
3. C -0.5699
4. Cl 0.6887


8 unconnected molecules or ions with the total composition C42H42N6O4 at a distorted geometry, computed with ωB97M-V/def2-TZVPD.

```
94
Properties=species:S:1:pos:R:3
N 1.769 3.286 3.681
C 2.502 2.708 4.539
C 3.088 1.440 4.488
C 2.888 0.753 3.357
C 2.013 1.283 2.251
C 1.578 2.618 2.541
H 2.585 3.255 5.638
H 3.610 1.069 5.414
H 3.227 -0.164 3.218
H 1.892 0.813 1.319
H 0.836 2.885 1.782
N -2.980 -4.013 1.285
C -2.794 -4.089 2.667
C -3.881 -3.601 3.598
C -5.096 -3.102 3.009
C -5.208 -3.134 1.591
C -4.139 -3.578 0.785
H -1.819 -4.422 2.991
H -3.539 -3.590 4.599
H -5.844 -2.680 3.732
H -6.097 -2.670 1.099
H -4.075 -3.525 -0.349
N 0.672 -0.173 -1.514
C 0.169 -1.404 -1.650
C -1.075 -1.705 -0.987
C -1.765 -0.831 -0.138
C -1.288 0.547 -0.150
C -0.046 0.743 -0.852
H 0.547 -2.353 -2.025
H -1.348 -2.767 -1.256
H -2.625 -1.300 0.312
H -1.576 1.542 0.493
H 0.406 1.707 -0.643
N -2.620 2.859 3.751
C -1.638 1.928 4.068
C -1.715 0.558 3.882
C -2.728 0.058 3.065
C -3.727 0.940 2.663
C -3.663 2.251 3.125
H -0.784 2.318 4.467
H -0.915 -0.178 4.094
H -2.578 -0.969 2.771
H -4.591 0.659 2.071
H -4.570 2.797 2.771
N -0.220 -4.777 -2.820
C 0.820 -5.123 -1.995
C 0.612 -5.948 -0.867
C -0.576 -6.566 -0.611
C -1.718 -6.125 -1.467
C -1.409 -5.231 -2.484
H 1.719 -4.935 -2.313
H 1.498 -6.234 -0.113
H -0.668 -7.263 0.081
H -2.737 -6.692 -1.373
H -2.121 -5.040 -3.222
N 3.502 6.746 -1.343
C 2.810 5.760 -0.683
C 3.156 4.438 -0.949
C 4.134 3.937 -1.742
C 4.940 5.040 -2.318
C 4.558 6.381 -2.104
H 2.089 6.102 0.123
H 2.309 3.771 -0.627
H 4.376 3.020 -1.966
H 5.908 4.866 -2.919
H 5.391 7.027 -2.505
C -4.059 3.778 -4.128
C -2.855 3.038 -3.684
C -1.709 2.816 -4.571
C -1.780 3.465 -5.805
C -2.907 4.132 -6.277
C -4.067 4.350 -5.487
O -5.091 5.092 -5.855
O -0.648 2.077 -4.087
H -4.873 3.806 -3.376
H -2.906 2.779 -2.697
H -0.920 3.417 -6.643
H -2.744 4.632 -7.226
H -4.708 5.636 -6.737
H -0.748 1.829 -3.261
C 2.938 -2.126 0.528
C 3.365 -3.417 1.312
C 4.659 -3.375 1.679
C 5.663 -2.431 1.336
C 5.244 -1.340 0.537
C 3.879 -1.190 0.114
O 3.390 -0.077 -0.669
O 5.117 -4.480 2.436
H 1.954 -2.093 -0.167
H 2.835 -4.259 1.458
H 6.613 -2.289 1.865
H 6.131 -0.492 0.290
H 2.452 -0.238 -1.023
H 4.340 -4.964 2.799
```

Values from the calculation:
maximum force: 8.8 eV Å⁻¹
energy relative to the best compared isomer or geometry (same formula, charge and spin): 28.3 kcal per mole
orbital gap: 7.870 eV
structure (SMILES): Oc1ccc(O)cc1.Oc1ccc(O)cc1.c1ccncc1.c1ccncc1.c1ccncc1.c1ccncc1.c1ccncc1.c1ccncc1

Atom charges from the Löwdin analysis, given in e for atoms 1 to 4:
1. N 0.0520
2. C -0.2272
3. C -0.0936
4. C -0.0470


C22H36N4O3 in the gas phase, computed with ωB97M-V/def2-TZVPD.

```
65
Properties=species:S:1:pos:R:3
C 2.178 -3.405 2.773
O 1.607 -2.246 2.217
C 0.324 -2.492 1.676
C -0.223 -1.205 1.098
C 0.622 -0.677 -0.055
C 0.061 0.609 -0.671
C -0.046 1.718 0.356
O -1.098 2.010 0.902
N 1.132 2.319 0.670
C 1.204 3.425 1.614
C 2.579 3.465 2.272
C 3.687 3.708 1.250
C 3.405 4.942 0.387
N 4.401 5.094 -0.687
C 4.826 6.465 -0.937
C 4.555 4.088 -1.594
O 3.848 3.081 -1.594
C 5.654 4.206 -2.572
C 6.906 4.762 -2.500
N 7.646 4.440 -3.596
C 6.853 3.696 -4.341
N 5.640 3.513 -3.770
C 4.558 2.709 -4.337
C 4.805 2.477 -5.818
C 6.234 2.008 -6.081
C 6.441 1.604 -7.533
C 7.193 3.127 -5.679
C 1.976 5.017 -0.164
C 0.934 4.762 0.919
H 3.156 -3.137 3.166
H 1.561 -3.801 3.589
H 2.300 -4.192 2.018
H 0.395 -3.265 0.897
H -0.342 -2.874 2.461
H -1.247 -1.384 0.757
H -0.289 -0.458 1.892
H 1.641 -0.503 0.297
H 0.688 -1.440 -0.837
H 0.701 0.927 -1.498
H -0.943 0.440 -1.061
H 1.928 2.141 0.078
H 0.435 3.245 2.364
H 2.570 4.270 3.014
H 2.767 2.534 2.809
H 4.644 3.841 1.759
H 3.800 2.837 0.608
H 3.549 5.815 1.034
H 5.230 6.570 -1.939
H 3.966 7.131 -0.845
H 5.583 6.783 -0.217
H 7.318 5.353 -1.698
H 4.508 1.764 -3.795
H 3.615 3.223 -4.164
H 4.085 1.739 -6.177
H 4.625 3.401 -6.379
H 6.429 1.139 -5.441
H 6.217 2.441 -8.200
H 7.474 1.301 -7.715
H 5.791 0.772 -7.808
H 7.146 3.927 -6.426
H 8.228 2.783 -5.656
H 1.819 5.995 -0.626
H 1.869 4.271 -0.952
H -0.069 4.754 0.488
H 0.958 5.555 1.673
```

Values from the calculation:
maximum force: 0.2 eV Å⁻¹
energy relative to the best compared isomer or geometry (same formula, charge and spin): 5.1 kcal per mole
orbital gap: 9.327 eV
structure (SMILES): COCCCCC(=O)N[C@H]1CC[C@@H](N(C)C(=O)c2cnc3n2CC[C@@H](C)C3)CC1

Atom charges from the Löwdin analysis, given in e for atoms 1 to 4:
1. C -0.1197
2. O -0.1914
3. C -0.2544
4. C -0.1761


A molecular structure, C19H28Br4N4O6Re, computed with ωB97M-V/def2-TZVPD.

```
62
Properties=species:S:1:pos:R:3
Re -0.132 0.266 -0.281
C 0.948 5.307 1.186
N 1.020 4.276 0.146
C 1.786 4.627 -1.058
C 0.525 3.076 0.300
O 0.655 2.174 -0.580
C -0.208 2.726 1.594
O -0.769 1.408 1.479
C -2.199 1.244 1.609
C -2.810 1.069 0.222
O -1.998 1.001 -0.758
N -4.098 0.992 0.070
C -5.039 1.076 1.191
C -4.693 0.779 -1.256
H 1.049 6.277 0.707
H 1.758 5.186 1.905
H -0.009 5.291 1.701
H 1.294 5.460 -1.557
H 1.836 3.777 -1.727
H 2.790 4.929 -0.761
H -0.996 3.445 1.813
H 0.498 2.712 2.427
H -2.619 2.090 2.150
H -2.341 0.330 2.187
H -4.585 0.734 2.117
H -5.881 0.424 0.974
H -5.403 2.097 1.305
H -3.954 0.959 -2.028
H -5.529 1.466 -1.374
H -5.055 -0.247 -1.319
Br -1.417 -5.322 -4.099
C -1.400 -4.064 -2.711
C -2.185 -4.256 -1.566
Br -3.291 -5.759 -1.401
C -2.143 -3.323 -0.529
Br -3.150 -3.477 1.050
C -1.322 -2.218 -0.652
O -1.164 -1.264 0.313
C -0.600 -1.994 -1.810
O 0.110 -0.828 -1.833
C -0.601 -2.924 -2.833
Br 0.470 -2.568 -4.329
C 3.896 -2.790 -0.996
N 3.353 -1.470 -0.667
C 3.461 -0.478 -1.736
C 2.530 -1.248 0.359
O 1.712 -0.244 0.263
N 2.539 -1.993 1.458
C 1.424 -1.916 2.400
C 3.753 -2.638 1.966
H 3.690 -2.981 -2.049
H 3.403 -3.562 -0.412
H 4.972 -2.833 -0.836
H 4.466 -0.534 -2.147
H 3.295 0.520 -1.341
H 2.737 -0.684 -2.527
H 0.471 -1.977 1.884
H 1.462 -0.996 2.986
H 1.502 -2.763 3.076
H 4.620 -2.321 1.396
H 3.674 -3.724 1.941
H 3.894 -2.321 2.999
```

Values from the calculation:
maximum force: 0.9 eV Å⁻¹
<S²>: 3.76
energy relative to the best compared isomer or geometry (same formula, charge and spin): 3.9 kcal per mole
orbital gap (spin up / spin down): 7.780 / 6.693 eV
total charge: +2
2S+1: 4

Atom charges from the Löwdin analysis, given in e for atoms 1 to 4:
1. Re 1.8170
2. C 0.0140
3. N -0.0979
4. C 0.0294


C12H12BrP in the gas phase at a distorted geometry, computed with ωB97M-V/def2-TZVPD.

```
26
Properties=species:S:1:pos:R:3
C -2.161 3.349 1.541
C -1.361 3.184 0.446
C -2.724 2.221 2.145
C -0.990 1.947 -0.066
C -2.355 0.967 1.672
C -1.498 0.803 0.596
C -0.334 -0.874 -1.463
C 0.946 -1.281 -1.334
C 1.335 -1.869 -0.158
C 0.398 -1.501 0.792
C 1.965 -1.287 -2.554
C 2.655 -2.552 0.033
P -1.218 -0.994 0.060
Br 0.354 -2.203 2.558
H -2.429 4.289 1.942
H -0.900 4.077 0.023
H -3.304 2.368 2.985
H -0.318 1.888 -0.852
H -2.551 0.064 2.228
H -0.672 -0.337 -2.331
H 1.291 -0.882 -3.306
H 2.147 -2.279 -2.776
H 2.787 -0.685 -2.258
H 2.780 -2.991 1.074
H 3.578 -2.000 -0.423
H 2.579 -3.422 -0.574
```

Values from the calculation:
maximum force: 5.1 eV Å⁻¹
energy relative to the best compared isomer or geometry (same formula, charge and spin): 3.0 kcal per mole
orbital gap: 8.449 eV
structure (SMILES): Cc1cp(-c2ccccc2)c(Br)c1C

Atom charges from the Löwdin analysis, given in e for atoms 1 to 4:
1. C -0.0852
2. C -0.0999
3. C -0.0631
4. C -0.0642


5 unconnected molecules or ions with the total composition C29H45Cl8F3I2N2O7P at a distorted geometry, computed with ωB97M-V/def2-TZVPD.

```
97
Properties=species:S:1:pos:R:3
C 0.922 1.708 2.322
C 1.217 2.595 0.938
O 0.549 3.912 0.951
C 0.743 4.425 -0.440
O 1.940 4.961 -0.719
C -0.423 4.415 -1.601
C -0.491 2.946 -2.394
C -1.641 2.069 -1.616
C -1.710 0.487 -2.038
C -2.622 -0.210 -0.869
F -3.518 0.751 -0.147
F -1.652 -0.697 0.181
F -3.345 -1.452 -1.318
O -0.333 -0.011 -1.706
P 0.041 -1.536 -2.529
C 1.342 -0.478 -3.521
C 2.858 -1.083 -3.487
N 3.417 -1.495 -4.846
O 1.037 -1.797 -1.106
N 1.294 -0.629 -0.471
O 2.398 -0.741 0.079
C 0.595 -3.259 -3.076
I 1.079 -4.666 -1.404
C 0.791 -3.829 -4.412
C 1.338 -5.398 -4.607
I 0.392 -2.685 -6.190
O -1.312 -1.313 -3.663
C -1.876 0.046 -3.604
C -3.237 0.402 -4.445
O -4.483 -0.126 -3.900
C -5.168 0.759 -2.967
C -6.112 0.007 -1.807
C -6.983 0.872 -0.684
C -6.973 2.536 -0.693
C -6.042 3.298 -1.843
C -5.191 2.393 -2.929
H -0.157 1.253 2.335
H 1.042 2.361 3.286
H 1.698 0.811 2.323
H 0.810 2.022 -0.012
H 2.399 2.672 0.795
H -1.457 4.545 -1.029
H -0.359 5.304 -2.361
H -0.748 3.208 -3.511
H 0.604 2.501 -2.295
H -1.356 2.112 -0.457
H -2.655 2.650 -1.713
H -0.960 -2.273 -1.747
H 1.387 0.544 -2.902
H 0.950 -0.157 -4.584
H 3.582 -0.211 -3.110
H 3.041 -1.977 -2.758
H 4.032 -2.355 -4.732
H 3.947 -0.723 -5.304
H 1.525 -5.577 -5.767
H 2.401 -5.531 -4.092
H 0.517 -6.094 -4.150
H -1.079 0.748 -4.151
H -3.214 1.549 -4.672
H -3.097 -0.126 -5.509
H -6.206 -1.176 -1.741
H -7.634 0.370 0.162
H -7.615 3.127 0.115
H -6.029 4.479 -1.819
H -4.574 2.988 -3.737
Cl 7.473 0.541 1.991
C 6.338 -0.717 2.538
C 4.925 -0.478 2.028
Cl 4.172 0.950 2.781
H 6.371 -0.752 3.632
H 6.714 -1.671 2.156
H 4.292 -1.336 2.271
H 4.907 -0.338 0.943
Cl -5.814 -0.282 1.175
C -5.296 -1.623 2.227
C -6.397 -2.064 3.179
Cl -6.748 -0.833 4.418
H -4.399 -1.304 2.768
H -5.019 -2.452 1.569
H -6.088 -2.969 3.711
H -7.327 -2.284 2.645
Cl 1.964 -2.340 3.235
C 2.173 -3.114 4.826
C 3.517 -2.782 5.454
Cl 4.873 -3.533 4.578
H 2.043 -4.194 4.698
H 1.363 -2.748 5.464
H 3.552 -3.162 6.479
H 3.690 -1.702 5.486
Cl 4.766 0.118 7.332
C 5.192 1.517 6.315
C 4.777 2.835 6.949
Cl 3.008 3.031 6.997
H 4.728 1.377 5.334
H 6.278 1.493 6.184
H 5.172 3.670 6.363
H 5.157 2.927 7.971
```

Values from the calculation:
maximum force: 8.2 eV Å⁻¹
orbital gap: 7.500 eV
total charge: -1

Atom charges from the Löwdin analysis, given in e for atoms 1 to 4:
1. C -0.1029
2. C -0.2237
3. O -0.1231
4. C -0.2563


Q: maximum force of number 5 (C22H36N4O3)?
A: 0.2 eV Å⁻¹